(1)
Computed, not measured: a 12-piece molecular cluster, C12H27Cl18N3O6 overall, with ωB97M-V with the def2-TZVPD basis set.

Each atom is followed by the atoms it is bonded to, with distances in Å.
Geometry (Å):
1 C -3.6088 -1.1262 -4.0775  N2 1.493, H5 1.090, H6 1.090, H7 1.090
2 N -2.5592 -0.5078 -3.2151  C1 1.493, O3 1.216, O4 1.242
3 O -2.5908 -0.7417 -2.0227  N2 1.216
4 O -1.7691 0.2399 -3.8144  N2 1.242
5 H -3.7527 -0.4403 -4.9123  C1 1.090
6 H -4.4739 -1.3118 -3.4409  C1 1.090
7 H -3.1511 -2.0704 -4.3728  C1 1.090
8 C 0.0052 -0.7481 0.2604  N9 1.488, H12 1.090, H13 1.090, H14 1.090
9 N 0.6203 0.5970 0.1026  C8 1.488, O10 1.232, O11 1.231
10 O 0.9101 1.2411 1.1115  N9 1.232
11 O 0.7787 0.9703 -1.0597  N9 1.231
12 H 0.2490 -1.4382 -0.5472  C8 1.090
13 H -1.0618 -0.5934 0.4212  C8 1.090
14 H 0.2829 -1.0812 1.2604  C8 1.090
15 C -3.0770 -4.0946 3.3060  N16 1.479, H19 1.090, H20 1.090, H21 1.090
16 N -2.9744 -2.8175 2.5664  C15 1.479, O17 1.259, O18 1.232
17 O -3.5373 -1.7853 3.0179  N16 1.259
18 O -2.3411 -2.8460 1.5096  N16 1.232
19 H -2.3814 -4.8252 2.8933  C15 1.090
20 H -4.0935 -4.4746 3.2047  C15 1.090
21 H -2.8019 -3.7656 4.3082  C15 1.090
22 C 3.0473 2.9445 -2.5444  Cl23 1.732, Cl24 1.754, H25 1.090, H26 1.090
23 Cl 2.5809 3.6921 -1.0527  C22 1.732
24 Cl 3.3377 4.2288 -3.7029  C22 1.754
25 H 3.9640 2.3825 -2.3653  C22 1.090
26 H 2.3351 2.2211 -2.9414  C22 1.090
27 C 4.1446 1.6591 1.5779  Cl28 1.749, Cl29 1.808, H30 1.090, H31 1.090
28 Cl 5.5915 0.7737 2.0032  C27 1.749
29 Cl 3.2804 2.0494 3.1175  C27 1.808
30 H 4.4435 2.6082 1.1328  C27 1.090
31 H 3.4822 1.1216 0.8993  C27 1.090
32 C 0.0463 4.6375 1.9260  Cl33 1.743, Cl34 1.790, H35 1.090, H36 1.090
33 Cl -1.6911 4.5523 2.0439  C32 1.743
34 Cl 0.5059 5.6889 0.5529  C32 1.790
35 H 0.3764 5.1976 2.8009  C32 1.090
36 H 0.4382 3.6235 1.8464  C32 1.090
37 C 0.3310 -1.5673 4.3937  Cl38 1.740, Cl39 1.831, H40 1.090, H41 1.090
38 Cl 0.5247 -2.9940 3.4175  C37 1.740
39 Cl 1.0743 -1.7207 6.0598  C37 1.831
40 H 0.8528 -0.7535 3.8903  C37 1.090
41 H -0.6854 -1.1796 4.4626  C37 1.090
42 C -1.1707 3.7361 -1.7965  Cl43 1.780, Cl44 1.765, H45 1.090, H46 1.090
43 Cl -2.3028 5.0627 -1.4410  C42 1.780
44 Cl -0.4150 4.0586 -3.3591  C42 1.765
45 H -0.3855 3.6018 -1.0525  C42 1.090
46 H -1.7401 2.8091 -1.8641  C42 1.090
47 C 1.3360 0.1228 -4.6789  Cl48 1.810, Cl49 1.821, H50 1.090, H51 1.090
48 Cl 1.5501 1.6770 -5.5807  C47 1.810
49 Cl 2.8198 -0.9311 -4.6182  C47 1.821
50 H 1.1793 0.3972 -3.6357  C47 1.090
51 H 0.5665 -0.5507 -5.0562  C47 1.090
52 C -3.3152 1.5033 2.7683  Cl53 1.753, Cl54 1.810, H55 1.090, H56 1.090
53 Cl -3.1858 0.9655 1.1052  C52 1.753
54 Cl -1.6630 1.2618 3.4663  C52 1.810
55 H -3.5216 2.5725 2.8175  C52 1.090
56 H -4.0486 0.9226 3.3278  C52 1.090
57 C 3.9748 -2.3058 0.2775  Cl58 1.741, Cl59 1.774, H60 1.090, H61 1.090
58 Cl 3.0320 -1.5429 1.5259  C57 1.741
59 Cl 3.7487 -1.3178 -1.1779  C57 1.774
60 H 5.0234 -2.3569 0.5708  C57 1.090
61 H 3.6298 -3.3337 0.1650  C57 1.090
62 C -0.3880 -4.9266 -1.0699  Cl63 1.726, Cl64 1.852, H65 1.090, H66 1.090
63 Cl 0.8755 -3.9350 -0.4374  C62 1.726
64 Cl -1.0075 -4.1395 -2.6275  C62 1.852
65 H -0.0152 -5.9315 -1.2685  C62 1.090
66 H -1.2297 -4.9654 -0.3785  C62 1.090

Its lowest unoccupied orbital energy is -0.59 eV. The HOMO energy is -10.09 eV. The gap between HOMO and LUMO is 9.5 eV. The spin multiplicity is 1. The SMILES is C[N+](=O)[O-].C[N+](=O)[O-].C[N+](=O)[O-].ClCCl.ClCCl.ClCCl.ClCCl.ClCCl.ClCCl.ClCCl.ClCCl.ClCCl.

***

(2)
Computed, not measured: one molecule with the formula C12H12FN, with ωB97M-V with the def2-TZVPD basis set.

Each atom is followed by the atoms it is bonded to, with distances in Å.
Geometry (Å):
1 C -3.4935 -1.1668 1.5637  C2 1.434, C3 1.427, H15 1.120
2 C -2.4256 -2.0888 1.3068  C1 1.434, C4 1.389, H16 1.060
3 C -3.2375 0.2309 1.6981  C1 1.427, C5 1.354, H17 1.070
4 C -1.1808 -1.5359 1.0338  C2 1.389, C6 1.455, H18 1.044
5 C -2.0574 0.7463 1.2784  C3 1.354, C6 1.395, H19 1.063
6 C -0.9694 -0.0967 1.0484  C4 1.455, C5 1.395, C11 1.509
7 C 1.7807 2.0391 -0.4915  C8 1.362, C9 1.411, H20 1.148
8 C 2.9319 1.5398 -1.0208  C7 1.362, C10 1.488, H21 1.021
9 C 0.5479 1.4175 -0.2005  C7 1.411, C11 1.364, H22 1.050
10 C 3.3288 0.1695 -1.4443  C8 1.488, C12 1.352, H23 1.105
11 C 0.4118 0.3405 0.6260  C6 1.509, C9 1.364, H24 1.088
12 C 2.3885 -0.6968 -1.8844  C10 1.352, N13 1.388, F14 1.381
13 N 1.0036 -0.6855 -1.7943  C12 1.388, H25 1.019, H26 0.995
14 F 2.9478 -1.9165 -2.2088  C12 1.381
15 H -4.4568 -1.6328 1.8936  C1 1.120
16 H -2.7767 -3.0408 0.9986  C2 1.060
17 H -4.0383 0.9347 1.7877  C3 1.070
18 H -0.3618 -2.1226 0.7585  C4 1.044
19 H -1.7950 1.7332 1.5739  C5 1.063
20 H 1.6427 3.1679 -0.6475  C7 1.148
21 H 3.5991 2.2523 -1.3211  C8 1.021
22 H -0.3559 1.8664 -0.4920  C9 1.050
23 H 4.3907 -0.1304 -1.5042  C10 1.105
24 H 1.2582 -0.1583 1.0937  C11 1.088
25 H 0.5798 0.2301 -1.6549  N13 1.019
26 H 0.3371 -1.3965 -1.9970  N13 0.995

Its lowest unoccupied orbital energy is 0.35 eV. The HOMO energy is -7.76 eV. The gap between HOMO and LUMO is 8.1 eV. The spin multiplicity is 1. The SMILES is N\C(F)=C/C=C\C=C\c1ccccc1.

***

(3)
Computed, not measured: a 2-piece molecular cluster, C3H7N4O2 overall, with ωB97M-V with the def2-TZVPD basis set.

Each atom is followed by the atoms it is bonded to, with distances in Å.
Geometry (Å):
1 C 1.4169 0.9016 -0.2422  C2 1.554, N5 1.488, H10 1.061, H11 1.093
2 C 1.7987 -0.6006 -0.1266  C1 1.554, N6 1.477, H12 1.244, H13 1.070
3 C -0.5068 -0.4231 -0.2729  N4 1.340, N5 1.355, N6 1.399
4 N -1.7863 -0.7719 -0.0813  C3 1.340, N7 1.354
5 N -0.0321 0.8105 -0.5706  C1 1.488, C3 1.355, H15 1.107
6 N 0.5527 -1.3163 -0.4666  C2 1.477, C3 1.399, H16 1.099
7 N -2.7644 0.1318 0.1629  N4 1.354, O8 1.213, O9 1.207
8 O -2.7031 1.3211 -0.0668  N7 1.213
9 O -3.8009 -0.4134 0.4561  N7 1.207
10 H 1.3135 1.3894 0.6941  C1 1.061
11 H 1.9264 1.5269 -0.9803  C1 1.093
12 H 2.6639 -0.8235 -0.9924  C2 1.244
13 H 2.1480 -0.8475 0.8538  C2 1.070
14 H 0.1244 -0.3867 2.1203  no bonds
15 H -0.6735 1.7109 -0.6190  N5 1.107
16 H 0.3226 -2.2092 0.1315  N6 1.099

Its lowest unoccupied orbital energy is 3.80 eV. The HOMO energy is -2.00 eV. The gap between HOMO and LUMO is 5.8 eV. The spin multiplicity is 1. The charge is -1.

***

(4)
Computed, not measured: one molecule with the formula C6H7NS2, with ωB97M-V with the def2-TZVPD basis set.

Each atom is followed by the atoms it is bonded to, with distances in Å.
Geometry (Å):
1 C -2.5546 0.9932 1.0068  H7 1.017, H8 1.250, H9 1.165, S15 1.807
2 C 0.5922 -0.3882 -0.0102  C3 1.359, N14 1.369, S16 1.690
3 C 1.7131 -1.1287 0.1964  C2 1.359, C4 1.317, H10 1.185
4 C 2.9532 -0.6865 0.2248  C3 1.317, C5 1.477, H11 1.098
5 C 3.1061 0.7530 -0.0690  C4 1.477, C6 1.445, H12 1.006
6 C 1.8896 1.5092 -0.2612  C5 1.445, H13 1.187, N14 1.331
7 H -3.0344 0.5446 1.7833  C1 1.017
8 H -1.3154 0.9454 1.1633  C1 1.250
9 H -3.0702 2.0068 0.7535  C1 1.165
10 H 1.7178 -2.2880 -0.0474  C3 1.185
11 H 3.7811 -1.2924 0.6165  C4 1.098
12 H 3.9287 1.3124 0.0801  C5 1.006
13 H 1.7088 2.6766 -0.3748  C6 1.187
14 N 0.6792 0.9551 -0.2620  C2 1.369, C6 1.331
15 S -2.5052 0.1012 -0.5643  C1 1.807, S16 2.114
16 S -0.9116 -1.1577 0.0227  C2 1.690, S15 2.114

Its lowest unoccupied orbital energy is 0.31 eV. The HOMO energy is -8.44 eV. The gap between HOMO and LUMO is 8.8 eV. The spin multiplicity is 1. The SMILES is CSSc1ccccn1.

***

(5)
Computed, not measured: an isolated ion of composition C12H15N2O and charge +1, with ωB97M-V with the def2-TZVPD basis set.

Each atom is followed by the atoms it is bonded to, with distances in Å.
Geometry (Å):
1 C 2.1984 2.6373 0.2635  C2 1.426, C3 1.334, H16 1.119
2 C 0.9981 3.4072 0.2562  C1 1.426, C4 1.385, H17 1.026
3 C 2.1309 1.3056 0.2223  C1 1.334, C5 1.427, H18 1.062
4 C -0.2421 2.7901 0.2493  C2 1.385, C6 1.429, H19 1.150
5 C 0.8649 0.6538 0.1238  C3 1.427, C6 1.395, C9 1.560
6 C -0.3155 1.3856 -0.0034  C4 1.429, C5 1.395, N13 1.407
7 C -0.9479 -0.7669 0.1186  C9 1.558, C10 1.480, N13 1.307
8 C -2.7510 0.9164 0.0228  N13 1.480, N14 1.347, O15 1.182
9 C 0.6053 -0.8848 0.1240  C5 1.560, C7 1.558, C11 1.505, C12 1.548
10 C -1.8893 -1.8975 0.2840  C7 1.480, H20 1.127, H21 1.122, H22 1.205
11 C 1.1432 -1.7534 1.2296  C9 1.505, H23 1.162, H24 1.023, H25 1.024
12 C 0.8273 -1.4926 -1.2820  C9 1.548, H26 1.137, H27 1.175, H28 1.107
13 N -1.3562 0.4476 -0.1381  C6 1.407, C7 1.307, C8 1.480
14 N -3.0278 1.8100 -0.9457  C8 1.347, H29 0.977, H30 1.070
15 O -3.5077 0.5157 0.8379  C8 1.182
16 H 3.2286 3.0127 0.4875  C1 1.119
17 H 1.0661 4.4124 0.4503  C2 1.026
18 H 2.9136 0.6298 0.4636  C3 1.062
19 H -1.0983 3.5571 0.2754  C4 1.150
20 H -1.3387 -2.8458 0.5460  C10 1.127
21 H -2.4766 -1.9820 -0.6682  C10 1.122
22 H -2.6392 -1.4166 1.0953  C10 1.205
23 H 2.2608 -1.5663 1.4874  C11 1.162
24 H 0.8897 -2.6816 0.8811  C11 1.023
25 H 0.6417 -1.6893 2.1204  C11 1.024
26 H 0.1638 -2.4033 -1.4374  C12 1.137
27 H 1.8559 -2.0453 -1.4137  C12 1.175
28 H 0.7533 -0.6768 -2.0263  C12 1.107
29 H -2.4711 2.1296 -1.6827  N14 0.977
30 H -3.8530 2.4613 -0.7488  N14 1.070

Its lowest unoccupied orbital energy (alpha / beta) is -4.38 / -4.38 eV. The HOMO energy (alpha / beta) is -12.93 / -12.93 eV. The gap between HOMO and LUMO (alpha / beta) is 8.5 / 8.5 eV. The spin multiplicity is 1. The charge is +1. The SMILES is CC1=[N+](C(N)=O)c2ccccc2C1(C)C.

***

Taking the records one at a time from the top gives F_max values of 3.04, 4.05, 3.69, 6.40, 4.07 eV/A.
Taking the records one at a time from the top gives DFT total energy values of -255032.3877, -16842.9751, -13274.4466, -29493.5776, -17707.4592 eV.